1.
{"formula": "C2H7NOS", "method": "ωB97M-V with the def2-TZVPD basis set", "largest_force_ev_per_a": 5.82, "homo_lumo_gap_ev": [8.559, 8.539], "charge": 0, "e_lumo_ha": [-0.00412, -0.00482], "total_energy_ev": -16553.42670, "smiles": "C=[S@H](=O)NC", "elements": ["C", "S", "O", "N", "C", "H", "H", "H", "H", "H", "H", "H"], "xyz": [[-1.35, -0.95, -0.67], [0.05, -0.15, -1.17], [1.57, -0.70, -2.37], [0.96, -0.06, 0.29], [0.30, 0.65, 1.44], [-1.23, -2.03, -0.37], [-2.27, -0.67, -1.13], [-0.36, 1.12, -1.46], [1.92, 0.22, 0.15], [0.76, 1.61, 1.74], [-0.73, 0.75, 1.13], [0.38, 0.20, 2.43]]}

---

2.
{"formula": "C2H7NOS", "method": "ωB97M-V with the def2-TZVPD basis set", "largest_force_ev_per_a": 3.17, "homo_lumo_gap_ev": 8.363, "charge": 0, "e_lumo_ha": -0.00564, "total_energy_ev": -16555.85230, "smiles": "[NH3+][O-].CC=S", "elements": ["N", "O", "H", "H", "H", "C", "C", "S", "H", "H", "H", "H"], "xyz": [[-1.89, 0.30, 0.43], [-1.65, -0.58, -0.64], [-2.32, 1.18, -0.02], [-2.27, -0.31, 1.28], [-0.87, 0.64, 0.62], [0.94, -0.84, 0.18], [1.35, 0.47, -0.52], [0.90, 1.98, 0.00], [1.73, -1.58, -0.01], [-0.12, -1.16, -0.29], [0.58, -0.57, 1.16], [1.94, 0.42, -1.52]]}

---

3.
{"formula": "C2H7NOS", "method": "ωB97M-V with the def2-TZVPD basis set", "largest_force_ev_per_a": 3.66, "homo_lumo_gap_ev": 9.319, "charge": 0, "e_lumo_ha": -0.02014, "total_energy_ev": -16556.90915, "elements": ["C", "C", "N", "O", "S", "H", "H", "H", "H", "H", "H", "H"], "xyz": [[1.03, -0.60, 0.58], [0.63, -0.86, -0.69], [-2.45, -0.41, 0.13], [-2.82, -1.54, -1.98], [-2.84, -1.71, -0.56], [1.26, -1.52, 1.04], [1.15, 0.31, 1.12], [3.18, 4.31, 0.50], [0.65, -1.88, -1.04], [0.24, 0.03, -1.23], [-2.66, -0.36, 1.20], [2.62, 4.23, 0.94]]}